P.
Density functional theory data (wB97M-V/def2-TZVPD) for a cluster of 2 separate species, C4H10NO3 in total.

Atoms and positions in Å:
O  1.06671  0.53715  -1.60166
C  0.39699  -0.44604  -1.35435
O  -0.36710  -1.02114  -2.32792
C  0.33265  -1.15362  -0.10663
C  1.05867  -0.65624  1.09979
C  0.48600  0.66425  1.61406
O  2.45112  -0.49401  0.81668
N  -2.45224  1.07539  -0.24577
H  -0.09508  -0.56845  -3.14992
H  -0.05353  -2.17232  -0.11816
H  0.99834  -1.40798  1.88208
H  -0.58046  0.59070  1.81985
H  0.99229  0.94912  2.53317
H  0.63619  1.43060  0.85725
H  2.53642  -0.18120  -0.09209
H  -1.60485  1.35223  -0.71296
H  -2.53818  0.07079  -0.18277
H  -3.26393  1.43076  -0.73065

Summary:
E_LUMO (alpha / beta), hartree: 0.023 / -0.061
E_HOMO (alpha / beta), eV: -9.743 / -10.050
Expectation value of S²: 0.76
HOMO-LUMO gap (alpha / beta), hartree: 0.381 / 0.308
2S+1: 2

=====

Q.
Density functional theory data (wB97M-V/def2-TZVPD) for a cluster of 2 separate species, C4H10NO3 in total.

Atoms and positions in Å:
O  -2.79564  0.23440  -1.49015
C  -1.90158  -0.58082  -1.33418
N  -0.90092  -0.19256  -0.40518
C  0.06441  -1.22931  0.00060
C  1.28194  -0.67624  0.69712
C  0.78268  -0.06012  2.18008
O  1.71675  0.54636  2.77161
H  -1.75071  -1.32406  -2.04758
H  -1.11196  0.53759  0.42240
H  0.45173  -1.63260  -0.91585
H  -0.44430  -2.11718  0.53532
H  1.89790  -1.57580  0.98723
H  1.87571  0.03799  0.26219
H  -0.05448  0.56488  1.92835
H  0.50760  -0.94439  2.81860
H  0.66154  1.14997  -1.53720
H  1.94440  2.01162  -1.69886
O  1.19943  1.70910  -2.17896

Summary:
E_LUMO (alpha / beta), hartree: 0.022 / -0.073
E_HOMO (alpha / beta), eV: -10.184 / -10.075
Expectation value of S²: 0.76
HOMO-LUMO gap (alpha / beta), hartree: 0.397 / 0.298
2S+1: 2

=====

How do the energies compare? Relative to the most stable structure, in eV: P 0.000; Q 2.538.

=====

P.
Density functional theory data (wB97M-V/def2-TZVPD) for the molecule C5H9NO3S.

Atoms and positions in Å:
C  0.53419  1.64762  1.03636
C  -1.25920  0.57438  -0.51022
C  -0.66768  1.85780  0.02665
C  0.43857  -0.92742  0.56245
C  0.44876  -2.13011  -0.24532
N  -2.26144  -0.12573  0.06844
O  -2.59905  -1.18060  -0.47545
O  -2.58742  0.11701  1.25698
O  -0.23796  2.74287  -0.96357
S  1.56931  0.27046  0.45800
H  1.04872  2.47197  1.27973
H  0.18818  1.22136  1.93050
H  -1.15387  0.20314  -1.48938
H  -1.42703  2.45421  0.61880
H  -0.33161  -0.81216  1.33021
H  0.32757  -3.09861  0.35177
H  1.35210  -2.13897  -0.98233
H  -0.46884  -2.42192  -0.88054
H  0.41905  2.20999  -1.61906

Summary:
E_LUMO (alpha / beta), hartree: -0.048 / -0.048
E_HOMO (alpha / beta), eV: -8.326 / -8.326
HOMO-LUMO gap (alpha / beta), hartree: 0.258 / 0.258
2S+1: 1

=====

Q.
Density functional theory data (wB97M-V/def2-TZVPD) for the molecule C5H9NO3S.

Atoms and positions in Å:
C  -0.92497  1.36711  0.68693
C  -1.07234  -0.01781  0.09885
C  0.55322  -0.94330  0.42217
O  0.84324  -2.04114  0.65338
S  1.90867  0.11834  -0.03511
N  3.28126  -0.93292  -0.17761
O  1.63894  0.87607  -1.22926
O  2.19894  0.88316  1.13626
C  -2.44398  -0.65587  0.10540
C  -1.70998  -0.25048  -1.15846
H  -0.21859  1.55699  1.49585
H  -1.80631  1.72822  1.01349
H  -0.46000  1.94894  -0.15978
H  3.67912  -1.10664  0.73331
H  4.01735  -0.36453  -0.56663
H  -3.32540  -0.12143  0.42827
H  -2.54115  -1.68639  0.20575
H  -1.62584  -1.04621  -1.90129
H  -1.99217  0.68791  -1.75152

Summary:
E_LUMO, hartree: 0.010
E_HOMO, eV: -9.467
HOMO-LUMO gap, hartree: 0.358
2S+1: 1
SMILES: CC1(C(=O)S(N)(=O)=O)CC1

=====

How do the energies compare? Relative to the most stable structure, in eV: P 2.408; Q 0.000.

=====

P.
Density functional theory data (wB97M-V/def2-TZVPD) for a structure of composition C9H16N2O2.

Atoms and positions in Å:
C  1.74692  1.34593  -0.07870
C  0.66889  0.84975  -0.82843
C  0.61357  -0.46304  -1.28712
C  2.64709  -0.93028  0.21123
C  -2.60519  -0.18437  0.20384
C  -3.56128  0.02464  1.44089
C  -1.20999  0.36382  0.50604
C  -3.13020  0.74658  -0.94079
C  -2.53516  -1.61971  -0.26204
H  3.49020  0.85180  0.98238
H  0.24939  1.78408  -1.28630
H  -0.08319  -1.03853  -2.02385
H  1.48103  -2.19139  -0.42337
H  -3.15828  -0.61798  2.20683
H  -3.67391  1.09270  1.76257
H  -4.57099  -0.33325  1.19403
H  -0.54292  0.30005  -0.35994
H  -1.29894  1.47937  0.67280
H  -0.67469  -0.07811  1.43681
H  -2.55210  0.61089  -1.83303
H  -3.17629  1.81977  -0.71087
H  -4.19167  0.55732  -1.22738
H  -3.56204  -2.06189  -0.38893
H  -2.02375  -1.71513  -1.26992
H  -2.03935  -2.32194  0.41211
N  2.73739  0.46585  0.43632
N  1.40750  -1.27796  -0.37515
O  1.75370  2.56118  0.24030
O  3.43449  -1.71781  0.58950

Summary:
E_LUMO, hartree: -0.016
E_HOMO, eV: -8.241
HOMO-LUMO gap, hartree: 0.287
2S+1: 1

=====

Q.
Density functional theory data (wB97M-V/def2-TZVPD) for a cluster of 2 separate species, C9H16N2O2 in total.

Atoms and positions in Å:
O  1.61925  0.89344  2.06505
C  2.80426  0.88669  1.85278
C  3.46871  0.48846  0.61396
C  4.76079  0.99364  0.36681
N  5.52882  1.81722  1.27476
C  5.02868  2.32417  2.46072
O  5.49236  3.09605  3.22281
N  3.59183  1.87671  2.51270
H  2.88589  -0.01152  -0.10338
H  5.15607  0.89094  -0.62570
H  6.66448  1.87325  1.07519
H  3.13713  2.09346  3.32361
C  -2.66856  -2.10129  0.06798
C  -2.97987  -1.01867  -1.05107
C  -4.47339  -0.70088  -1.38597
C  -2.40331  -1.62830  -2.31810
C  -2.34611  0.22228  -0.84319
H  -3.05771  -1.83503  1.22897
H  -3.15553  -3.10547  -0.28844
H  -1.63816  -2.08545  0.19105
H  -4.60761  0.31860  -1.89694
H  -5.08672  -1.47630  -1.81936
H  -4.83099  -0.54603  -0.25005
H  -2.16964  -0.83941  -3.04293
H  -3.06231  -2.54295  -2.40672
H  -1.40218  -2.02691  -2.21818
H  -1.12290  0.15295  -0.88689
H  -2.70384  1.36758  -1.30405
H  -2.42944  0.62278  0.18457

Summary:
E_LUMO, hartree: 0.007
E_HOMO, eV: -9.702
HOMO-LUMO gap, hartree: 0.364
2S+1: 1
SMILES: O=c1cc[nH]c(=O)[nH]1.CC(C)(C)C

=====

How do the energies compare? Relative to the most stable structure, in eV: P 0.064; Q 0.000.

=====

P.
Density functional theory data (wB97M-V/def2-TZVPD) for the molecule C4H12NOS.

Atoms and positions in Å:
C  -1.55911  0.19721  -0.63324
O  -2.71156  0.90771  -0.16860
C  -0.66814  -0.10506  0.59299
C  0.40945  -1.09717  0.11836
C  1.34523  -0.47049  -0.95326
S  2.48737  0.72775  -0.23053
N  -1.59806  -0.72734  1.58836
H  -1.05716  0.74631  -1.42174
H  -1.83565  -0.78287  -1.00277
H  -3.42106  0.84301  -0.82573
H  -0.22315  0.80815  0.97187
H  -0.06961  -2.01487  -0.21120
H  1.08266  -1.35829  0.93968
H  0.90256  -0.00622  -1.83162
H  1.87909  -1.34864  -1.32945
H  3.44961  0.62907  -1.17349
H  -2.52838  -0.26849  1.47532
H  -1.80333  -1.76332  1.38976
H  -1.29838  -0.58310  2.57117

Summary:
E_LUMO (alpha / beta), hartree: 0.021 / 0.019
E_HOMO (alpha / beta), eV: -3.386 / -9.533
Expectation value of S²: 0.75
HOMO-LUMO gap (alpha / beta), hartree: 0.146 / 0.369
2S+1: 2

=====

Q.
Density functional theory data (wB97M-V/def2-TZVPD) for a cluster of 2 separate species, C4H12NOS in total.

Atoms and positions in Å:
N  -0.56324  -1.79279  1.70636
C  0.45367  -2.05395  0.67545
O  1.20297  -0.98115  0.39343
H  -0.96838  -2.62235  2.11208
H  -0.19280  -1.17538  2.41522
H  1.09769  -2.87738  1.04533
H  -0.06097  -2.43335  -0.21906
C  1.48107  1.63606  -0.55308
C  -0.03196  1.86905  -0.73326
C  -0.79387  0.54654  -0.73923
S  -2.57749  0.78260  -1.02347
H  2.04472  2.56880  -0.58492
H  1.86857  0.99412  -1.34888
H  1.67816  1.13674  0.38771
H  -0.35811  2.51485  0.08527
H  -0.21035  2.36651  -1.69110
H  -0.72630  0.09756  0.24860
H  -0.39320  -0.11783  -1.50702
H  -2.95017  -0.45864  -0.66944

Summary:
E_LUMO (alpha / beta), hartree: 0.028 / -0.070
E_HOMO (alpha / beta), eV: -8.690 / -8.688
Expectation value of S²: 0.75
HOMO-LUMO gap (alpha / beta), hartree: 0.347 / 0.249
2S+1: 2

=====

How do the energies compare? Relative to the most stable structure, in eV: P 1.055; Q 0.000.

=====

P.
Density functional theory data (wB97M-V/def2-TZVPD) for the molecule C4H3Cl2N.

Atoms and positions in Å:
C  -2.13991  1.03860  0.06722
C  -1.68219  -0.21814  0.01943
C  0.78125  -0.13458  0.13416
C  2.14425  -0.02584  0.01916
N  -0.37240  -0.27895  -0.01542
Cl  -3.74222  1.55889  0.03388
Cl  -2.36401  -1.94823  -0.04144
H  2.32280  -0.98074  -0.17170
H  2.50028  0.54877  0.88170
H  2.55215  0.44021  -0.92699

Summary:
E_LUMO, hartree: -0.004
E_HOMO, eV: -7.616
HOMO-LUMO gap, hartree: 0.276
2S+1: 1

=====

Q.
Density functional theory data (wB97M-V/def2-TZVPD) for a cluster of 2 separate species, C4H3Cl2N in total.

Atoms and positions in Å:
C  -5.23275  0.06109  0.41230
C  -2.21240  -0.89698  -0.77095
C  -0.98687  -0.64240  -0.44324
C  0.23879  0.03208  -0.04258
N  -5.74449  -0.77784  1.00151
Cl  -4.47579  1.20790  -0.42076
Cl  -1.07771  -2.49131  -0.76773
H  0.61389  -0.36722  0.90374
H  0.01464  1.09094  0.07953
H  1.01246  -0.08722  -0.80408

Summary:
E_LUMO, hartree: 0.013
E_HOMO, eV: -9.771
HOMO-LUMO gap, hartree: 0.373
2S+1: 1

=====

R.
Density functional theory data (wB97M-V/def2-TZVPD) for the molecule C4H3Cl2N.

Atoms and positions in Å:
N  -3.48894  -0.03891  2.92634
C  -2.62521  -0.22379  2.20236
C  -1.77168  -0.72317  1.23004
Cl  -1.47838  -2.38490  1.15102
C  -0.56781  0.36786  0.55374
C  0.29268  -0.30806  -0.40023
Cl  -0.40339  -0.27157  -2.18331
H  -0.76469  1.45564  0.43142
H  1.33419  0.14681  -0.41877
H  0.58793  -1.43028  -0.26127

Summary:
E_LUMO (alpha / beta), hartree: -0.058 / -0.060
E_HOMO (alpha / beta), eV: -9.509 / -9.800
HOMO-LUMO gap (alpha / beta), hartree: 0.292 / 0.300
2S+1: 1
SMILES: N#C/C(Cl)=C/CCl

=====

S.
Density functional theory data (wB97M-V/def2-TZVPD) for the molecule C4H3Cl2N.

Atoms and positions in Å:
Cl  -0.37314  -1.65615  -1.27533
C  -0.18097  -0.69316  0.13546
C  -0.32431  -1.11124  1.43236
N  -0.08040  -0.03366  2.23937
C  0.21855  1.06100  1.48371
C  0.16612  0.69027  0.16214
Cl  0.46341  1.69334  -1.19327
H  -0.57890  -2.06965  1.81817
H  -0.12362  -0.03716  3.24174
H  0.45440  2.02887  1.94870

Summary:
E_LUMO, hartree: 0.028
E_HOMO, eV: -8.731
HOMO-LUMO gap, hartree: 0.349
2S+1: 1
SMILES: Clc1c[nH]cc1Cl

=====

How do the energies compare? Relative to the most stable structure, in eV: P 5.125; Q 5.025; R 3.947; S 0.000.

=====

P.
Density functional theory data (wB97M-V/def2-TZVPD) for a cluster of 11 separate species, H20NO13 in total.

Atoms and positions in Å:
N  0.02162  -0.31174  -0.40297
O  -0.84738  0.56026  -0.82497
O  -0.01538  -0.72774  0.81803
O  1.07362  -0.47174  -1.04297
O  -0.46138  0.70626  3.65803
H  -0.48938  1.08126  2.80303
H  0.48362  0.45626  3.60803
O  2.45262  2.47926  -1.53397
H  2.02962  2.69726  -0.69997
H  1.95962  1.88426  -1.97397
O  -3.40538  -0.60874  -0.09097
H  -3.66338  -0.23974  0.78803
H  -2.61438  -0.06074  -0.38097
O  -1.28538  1.93026  1.44903
H  -1.20038  1.35826  0.75103
H  -0.58838  2.57526  1.28103
O  3.08062  -2.16874  0.80203
H  2.40262  -2.77774  0.78503
H  2.95762  -1.47774  0.25103
O  -1.29638  -0.80874  -3.40997
H  -1.66438  -1.68074  -3.37097
H  -0.86238  -0.54274  -2.69597
O  2.03162  0.12926  2.84403
H  1.57162  -0.20274  1.98703
H  2.66162  -0.54974  2.95103
O  -0.98438  -2.57574  2.49903
H  -1.18438  -2.06174  3.20503
H  -0.74438  -1.90374  1.80503
O  2.60962  0.68626  -2.99797
H  2.20862  -0.21474  -2.95397
H  3.54462  0.52626  -2.79397
O  -3.46538  0.90826  -2.26097
H  -3.61038  0.10226  -2.50697
H  -2.70638  1.30426  -2.34397

Summary:
E_LUMO, hartree: 0.101
E_HOMO, eV: -7.300
Total charge: -1
HOMO-LUMO gap, hartree: 0.370
2S+1: 1

=====

Q.
Density functional theory data (wB97M-V/def2-TZVPD) for a cluster of 11 separate species, H20NO13 in total.

Atoms and positions in Å:
N  21.22220  -31.82344  11.94789
O  22.21727  -31.04311  11.75059
O  20.36447  -31.58542  12.79434
O  20.82167  -32.51982  10.97912
O  22.48036  -30.65762  8.63971
H  22.65973  -31.00853  9.47448
H  23.03413  -29.93024  8.51893
O  20.65995  -33.35495  8.01137
H  21.36939  -32.97496  7.56332
H  20.74555  -33.14006  8.95475
O  19.06892  -30.54004  9.72423
H  19.39205  -31.24052  10.34705
H  18.61111  -29.88590  10.24831
O  21.72274  -28.16989  10.52991
H  21.70859  -28.85799  9.84311
H  21.27129  -28.62322  11.27980
O  24.08846  -29.00915  11.68362
H  23.73140  -29.91494  11.67840
H  23.38696  -28.56121  11.28175
O  17.25392  -30.42957  12.33990
H  16.64864  -30.72862  13.03398
H  17.72446  -31.16174  12.05151
O  20.35474  -28.78186  12.81372
H  19.57342  -28.36647  13.02008
H  20.20237  -29.71383  12.94250
O  18.09870  -33.07615  10.83644
H  18.98798  -33.13684  11.16161
H  18.04197  -33.55906  9.99863
O  22.53738  -28.78368  14.45112
H  21.67314  -28.99167  14.12388
H  23.21714  -29.25859  13.91828
O  18.71922  -30.76301  15.25140
H  17.82094  -31.06917  15.19986
H  19.21680  -31.19667  14.52268

Summary:
E_LUMO, hartree: 0.098
E_HOMO, eV: -7.317
Total charge: -1
HOMO-LUMO gap, hartree: 0.367
2S+1: 1

=====

How do the energies compare? Relative to the most stable structure, in eV: P 2.261; Q 0.000.

=====

P.
Density functional theory data (wB97M-V/def2-TZVPD) for the ion C5H8N with charge +1.

Atoms and positions in Å:
C  -1.89786  -0.10693  -0.14802
C  -2.32259  1.14475  0.08504
C  -0.67931  -0.41124  0.57635
C  0.40990  -0.03773  -0.22801
C  1.44812  0.92839  -0.41756
N  0.35454  -1.26766  -0.34258
H  -2.77164  -0.78030  -0.19103
H  -3.35496  1.40512  -0.11194
H  -0.58455  -0.16159  1.59111
H  0.98606  1.93582  -0.43086
H  2.05205  0.70042  -1.28091
H  2.08193  0.88908  0.54191
H  0.34958  -2.20796  -0.64702
H  -1.87185  1.82801  0.67900

Summary:
E_LUMO (alpha / beta), hartree: -0.173 / -0.253
E_HOMO (alpha / beta), eV: -10.746 / -16.516
Total charge: +1
Expectation value of S²: 2.00
HOMO-LUMO gap (alpha / beta), hartree: 0.222 / 0.354
2S+1: 3

=====

Q.
Density functional theory data (wB97M-V/def2-TZVPD) for a cluster of 2 separate species, C5H8N in total.

Atoms and positions in Å:
C  -1.06899  -0.03355  0.83150
C  -1.38581  1.46645  0.60269
C  -0.13823  1.54885  -0.24823
C  1.59584  -2.02661  -1.29229
C  1.39878  -2.43479  -0.16735
N  -0.00013  0.06764  0.10635
H  -1.28568  -0.81643  1.41671
H  -0.22431  1.63861  -1.32470
H  0.61159  2.36442  0.04686
H  -2.39969  1.66854  0.13194
H  -1.27091  2.08069  1.56690
H  1.73095  -1.81503  -2.30286
H  1.61250  -3.05102  0.60881
H  0.82409  -0.65777  0.02368

Summary:
E_LUMO (alpha / beta), hartree: -0.118 / -0.344
E_HOMO (alpha / beta), eV: -12.089 / -15.474
Total charge: +1
Expectation value of S²: 2.01
HOMO-LUMO gap (alpha / beta), hartree: 0.326 / 0.225
2S+1: 3

=====

How do the energies compare? Relative to the most stable structure, in eV: P 0.000; Q 0.995.